(1)
Density functional theory data (wB97M-V/def2-TZVPD) for C16H31CrNP2 as an isolated structure at a distorted geometry.

Output
energy relative to the best compared isomer or geometry (same formula, charge and spin)	0.0	kJ/mol
multiplicity	5
strongest force on any atom	4.7	eV/A
calculated total energy	-2409.843861	Eh
E_LUMO (alpha / beta)	-0.0072 / -0.0008	Ha
gap between HOMO and LUMO (alpha / beta)	6.36 / 6.60	eV

Cartesian coordinates (Å):
1 P 0.78928 -2.73704 -0.69670
2 P 0.97782 0.54421 -0.50168
3 C 0.02315 -1.84983 -2.10358
4 C 0.92008 -0.63796 -2.31775
5 H -1.02749 -1.57374 -1.93076
6 H 0.07410 -2.55565 -2.94619
7 H 1.96841 -0.89500 -2.55529
8 H 0.53495 -0.05546 -3.15521
9 C -0.20186 1.62792 -1.48731
10 H 0.07735 2.68925 -1.30418
11 H -1.26044 1.50349 -1.26209
12 H -0.12295 1.55255 -2.59116
13 C 2.32810 1.70291 -1.00928
14 H 2.21992 2.00676 -2.05789
15 H 3.34479 1.35395 -0.80830
16 H 2.09811 2.55090 -0.35293
17 C -0.17571 -4.10864 -0.07615
18 H 0.26290 -4.38284 0.89991
19 H -0.11378 -4.93880 -0.79514
20 H -1.22010 -3.79830 0.12199
21 C 2.35920 -3.10636 -1.50851
22 H 2.18582 -2.99923 -2.58261
23 H 2.63012 -4.11971 -1.23775
24 H 3.13742 -2.38497 -1.19603
25 Cr 1.83977 -1.30561 0.40816
26 C -0.89591 2.79732 1.24110
27 C -2.31423 2.45371 1.32156
28 C -3.24569 3.06867 0.24659
29 C -4.34276 1.99689 -0.01067
30 C -3.72467 0.71957 0.48283
31 C -2.61383 0.94955 1.19785
32 C 1.16477 1.24134 1.37239
33 C 0.05460 2.05021 2.09204
34 C 3.31071 -2.33974 1.56676
35 H -0.54759 3.46787 0.48158
36 H -2.63644 2.83165 2.32705
37 H -2.68674 3.24447 -0.68552
38 H -3.66045 4.01545 0.59730
39 H -5.20171 2.28076 0.63004
40 H -4.62310 1.94933 -1.08118
41 H -4.15510 -0.25585 0.26334
42 H -2.00134 0.25906 1.75197
43 H 2.07166 1.84900 1.49164
44 H 1.35038 0.37360 2.03441
45 H -0.50157 1.38453 2.76446
46 H 0.54752 2.80755 2.73022
47 H 3.46098 -1.68393 2.43380
48 H 4.25032 -2.54188 1.03153
49 H 2.91084 -3.29317 1.95128
50 N -0.13859 -1.89682 2.89425
51 C 0.51898 -1.81194 1.91978

Cartesian forces (eV/Å) of the 2 atoms listed first:
-2.21 -0.02 -2.00
-0.70 1.75 -2.21

Löwdin atomic charge list, values in e, 8 entries:
1. P 0.753
2. P 0.786
3. C -0.391
4. C -0.384
5. H 0.093
6. H 0.081
7. H 0.044
8. H 0.043

***

(2)
Density functional theory data (wB97M-V/def2-TZVPD) for a single C6H11NO2 molecule at a distorted geometry.

Output
energy relative to the best compared isomer or geometry (same formula, charge and spin)	501.3	kJ/mol
strongest force on any atom	4.0	eV/A
calculated total energy	-440.296292	Eh
E_LUMO	0.0217	Ha
gap between HOMO and LUMO	8.83	eV

Cartesian coordinates (Å):
1 C -0.30211 -2.07152 1.38977
2 C 0.53579 -1.18831 -0.36940
3 C -0.40035 -0.12854 0.15511
4 C 2.06080 -0.84406 -0.48657
5 C 0.25973 1.04750 0.84226
6 C -1.52765 0.36055 -0.81391
7 N -0.93035 -0.94451 1.28210
8 O -0.42642 -3.19199 1.83245
9 O -2.13933 -0.45155 1.99625
10 H 0.24962 -2.06478 -1.01106
11 H 2.70386 -1.65526 -0.67293
12 H 2.57800 -0.18637 0.19914
13 H 2.10656 -0.16208 -1.30928
14 H -0.52728 1.39052 1.53212
15 H 0.43175 1.78204 0.13531
16 H 1.17412 0.80320 1.44276
17 H -1.03833 0.89564 -1.62052
18 H -2.35127 0.89209 -0.36315
19 H -1.72192 -0.59330 -1.31737
20 H -2.90135 -0.84864 1.56170

Cartesian forces (eV/Å) of the 2 atoms listed first:
1.28 -3.07 -2.13
1.52 -1.93 2.76

Löwdin atomic charge list, values in e, 8 entries:
1. C -0.264
2. C -0.041
3. C -0.528
4. C -0.079
5. C -0.031
6. C -0.001
7. N -0.055
8. O 0.081

***

- The lowest energy relative to the best compared isomer or geometry (same formula, charge and spin) belongs to which entry?
  C16H31CrNP2